The following is a quantum chemistry calculation of 2 unconnected molecules or ions with the total composition C21H49Cl2N7O5PS, from the Open Molecules 2025 dataset.

Each line ends with the Mulliken charge.
Element x y z (Å)
Cl 0.829031 3.823867 -0.274406  -0.211
Cl -1.799154 0.562942 -1.189487  -0.124
S -0.763822 5.604333 -3.986993  1.236
P -1.623472 0.066246 4.688000  0.694
O 0.424050 -0.765339 -1.917758  -0.263
O -0.382586 0.370836 3.854363  -0.752
O -1.541748 4.783459 -5.140515  -0.509
O -1.571793 5.564069 -2.798761  -0.598
O -0.560121 6.932447 -4.457998  -0.637
N -1.091177 0.898995 6.104164  0.173
N 1.526385 -4.651581 -1.507146  -0.274
N -2.919970 -0.630080 5.602402  -0.029
N 2.551779 0.136286 -3.697113  0.107
N -0.836684 -4.734538 -1.596106  -0.717
N -2.781616 0.796140 3.663062  0.482
N 0.211372 -6.734807 -1.111902  -0.639
C -0.009315 2.231526 -0.101004  0.341
C 1.349905 1.004675 -3.390566  -0.770
C 0.862244 4.842202 -3.703094  -0.907
C 2.182615 -4.862218 -2.825284  -0.801
C 1.885699 2.490057 -3.407219  -1.146
C -3.061799 0.084514 2.427520  -1.277
C 0.358778 0.875065 6.326732  -1.098
C -3.312415 2.139811 3.675663  -1.084
C -2.535117 -1.729144 6.491472  -1.144
C 0.263149 -5.324275 -1.434892  0.134
C -1.625773 2.146400 6.618445  -1.026
C 0.890759 3.374948 -4.203499  -0.828
C 3.554739 -4.127099 -2.802134  -0.785
C 2.734155 -2.299979 -4.481713  -1.287
C -4.244155 -0.104246 5.853190  -0.871
C 0.842356 -1.520178 -3.022880  -0.478
C 0.869166 0.592975 -1.955115  0.396
C 3.869892 -3.253310 -4.042909  -1.019
C 2.333746 -1.307885 -3.358448  0.488
C 0.740704 1.388980 0.946819  -1.524
C -0.287352 1.524331 -1.445192  0.142
H 1.563555 5.460676 -4.276617  0.469
H -2.247901 -1.358050 7.482149  0.343
H -3.266498 2.605581 4.656816  0.347
H 0.873269 1.665338 5.767625  0.324
H 0.566185 0.910846 -4.147344  0.435
H -0.989158 2.464049 0.330422  0.292
H 1.541370 -4.570059 -3.664756  0.521
H -1.610550 2.947343 5.870528  0.313
H -0.677572 -3.741109 -1.772905  0.376
H 0.580622 0.999127 7.389455  0.395
H 0.759823 -2.592267 -2.810010  -0.439
H -0.110450 2.932394 -4.230323  0.642
H 3.088703 -1.703590 -5.343341  0.503
H 0.195154 -1.351726 -3.905163  0.188
H -4.900726 -0.249843 4.989837  0.195
H 1.156299 4.935591 -2.653896  0.288
H 3.283673 0.491163 -3.075285  0.543
H -2.166819 -0.421450 2.052114  0.330
H 4.720907 -2.606166 -3.764495  0.326
H 1.255129 3.396369 -5.241323  0.541
H -0.623827 -6.805842 -0.531865  0.358
H -2.633010 2.028992 7.021957  0.242
H -4.712067 -0.624422 6.689496  0.418
H -2.796433 2.798427 2.963203  0.189
H 3.658549 -3.558547 -1.866476  0.474
H -0.544460 2.211455 -2.257303  -0.080
H 2.896874 2.480040 -3.844068  0.556
H 2.876225 -1.589520 -2.446580  0.433
H -4.376664 2.120443 3.416245  0.427
H 1.776172 0.636373 -1.323154  0.277
H -4.252509 0.956220 6.105211  0.276
H 4.213268 -3.861068 -4.888459  0.420
H 1.882064 -2.874741 -4.867127  0.460
H 2.008749 2.778348 -2.353803  0.397
H 0.303946 0.402252 1.124645  0.232
H 0.784577 -0.082395 6.033455  0.316
H -1.686590 -2.276743 6.078030  0.338
H -3.837727 -0.677173 2.583022  0.218
H -2.303319 4.366034 -4.697122  0.377
H 2.379937 -5.941019 -2.959482  0.519
H -3.344416 -2.452634 6.607893  0.441
H -3.400965 0.753860 1.635425  0.456
H -0.065565 -7.218628 -1.966372  0.284
H 4.338526 -4.897312 -2.756919  0.457
H 1.791374 1.311263 0.620997  0.418
H -1.036374 2.501538 7.465014  0.380
H 0.781383 1.979500 1.868630  0.516
H 2.852429 0.281247 -4.663532  0.521
H 2.122381 -5.150588 -0.844144  0.352

Force components x, y, z for each atom (eV/Å):
-0.1 -0.4 -0.1
0.3 0.3 -0.2
-1.0 2.4 1.3
-2.1 6.2 1.2
0.5 0.2 -0.2
-0.1 -3.6 -0.1
0.7 -0.3 0.7
0.2 -1.6 -0.1
0.8 -0.4 -1.0
1.4 -0.2 0.6
-0.1 -0.8 -0.4
1.9 -2.9 -0.3
-0.3 -0.1 0.6
-0.1 0.6 -0.3
-0.6 0.5 -0.3
0.2 0.6 0.0
-0.5 -0.5 0.8
0.4 1.4 0.9
-0.1 -0.6 -1.1
0.8 -0.5 0.4
-0.8 -1.1 0.1
0.1 -0.5 0.2
0.1 0.0 -0.3
0.1 0.1 0.2
0.1 0.2 0.2
-0.7 -0.2 0.1
-0.7 -0.1 0.1
1.1 0.5 0.1
0.0 -0.5 -0.6
0.7 0.4 -0.3
-0.6 0.2 -1.1
0.4 -0.3 -0.5
-0.2 -0.5 -0.8
0.1 0.6 0.5
-1.3 -2.0 -0.2
0.7 0.8 -0.5
0.2 -0.3 0.0
-0.3 -0.1 0.0
0.0 0.0 0.0
0.1 -0.1 0.0
0.1 0.0 0.0
0.3 -0.5 0.0
0.2 0.2 -0.3
0.0 0.2 0.4
0.0 0.1 0.1
-0.1 0.0 0.2
-0.2 0.1 0.0
-0.1 0.4 0.4
0.2 0.1 0.2
0.0 -0.3 0.1
0.3 0.1 0.2
-0.1 0.1 0.0
-0.7 0.1 -0.1
0.1 0.0 -0.3
0.0 0.0 0.0
-0.1 -0.3 -0.2
-0.4 -0.1 0.2
0.2 -0.2 0.0
-0.1 0.1 -0.2
0.3 -0.2 0.0
0.0 0.1 0.0
-0.2 0.0 -0.3
0.0 0.2 0.5
-0.3 0.3 -0.1
0.1 0.6 -0.2
0.0 0.0 -0.1
-0.4 0.4 0.1
0.1 0.0 -0.1
-0.3 0.1 0.2
0.0 0.3 0.3
-0.1 0.3 -0.3
0.0 0.3 0.0
0.0 0.1 -0.1
0.0 0.0 0.0
0.0 0.0 -0.1
0.1 0.1 -0.2
-0.1 0.3 -0.2
0.0 0.0 -0.1
0.0 0.1 0.1
0.3 -0.1 0.1
-0.1 0.3 0.1
-0.3 -0.3 0.2
0.2 -0.2 -0.1
-0.2 -0.4 -0.1
0.0 -0.1 0.1
0.0 0.3 0.0

Calculated values
HOMO	-9.7	eV
total charge	+1
DFT total energy	-3248.59143	Eh
HOMO-LUMO gap	6.601	eV
E_LUMO	-3.073	eV